The following is a DFT calculation (ωB97M-V/def2-TZVPD) of a molecular structure, C55H38ClF4N16O3RbSSe at a distorted geometry.

Positions of all 120 atoms, in Å:
H (-6.829, -3.317, -0.790)
H (5.926, 1.049, 0.129)
C (3.311, -2.188, 3.514)
C (2.887, -1.856, 0.767)
C (-7.445, 2.223, -0.359)
H (0.930, 1.821, 6.028)
C (6.236, 3.484, 4.383)
H (4.801, -0.695, -2.306)
C (-1.642, 2.828, 2.194)
F (1.392, 6.751, -7.099)
H (-8.513, 3.157, 1.086)
H (-0.655, -2.594, 3.022)
C (1.134, 5.956, -4.925)
C (-2.421, 5.078, 2.125)
H (4.392, 0.192, 0.321)
N (3.176, 6.110, -9.686)
C (-4.085, -3.611, 1.103)
C (-1.953, 3.816, 0.162)
C (-2.371, 5.008, 0.743)
C (-0.497, -0.548, -4.275)
O (-4.051, -0.519, -3.179)
H (6.403, 1.870, 2.208)
H (3.718, 4.497, 4.237)
C (2.235, 3.575, -5.629)
C (4.044, -0.650, -3.080)
H (-8.498, 1.199, -1.924)
C (-0.213, -0.287, -5.635)
N (-1.279, 6.642, -1.935)
C (-2.043, 3.971, 2.870)
C (1.756, 3.772, -4.353)
H (-3.616, -4.191, 1.894)
N (-8.584, 2.904, 0.111)
H (-1.030, -0.144, -6.328)
H (-6.475, 0.045, -2.775)
H (6.739, 2.567, 4.693)
H (-1.683, -1.950, 1.746)
H (-4.111, 1.968, 0.203)
H (3.753, -0.137, -6.433)
H (5.478, -0.404, -4.673)
N (-1.595, 2.748, 0.865)
H (-9.441, 2.396, -0.054)
C (2.407, -0.842, 1.666)
F (1.876, 2.756, -3.469)
C (3.934, 3.814, 3.422)
N (-1.020, -1.810, 2.512)
F (2.859, 2.408, -5.873)
O (1.765, 0.197, 1.304)
H (0.802, 3.620, 2.388)
N (2.742, 1.875, -8.890)
C (-0.377, 5.983, -2.226)
C (-5.342, -3.959, 0.626)
C (2.109, -0.387, -5.063)
C (-1.168, 1.621, 2.939)
C (2.945, 3.573, 2.472)
C (-6.407, 0.726, -1.938)
C (5.176, 3.203, 3.353)
C (3.484, -0.331, -5.403)
H (4.483, 1.551, -0.778)
C (2.697, -1.055, 3.049)
C (-0.876, -0.599, 3.065)
C (4.480, 2.082, 1.313)
H (-2.623, 5.842, 0.103)
C (2.894, 5.301, -8.906)
H (-6.111, 3.115, 1.075)
C (1.194, 4.976, -3.938)
H (-1.534, -0.618, -3.958)
H (-2.033, 3.981, 3.951)
C (-7.537, 1.366, -1.450)
O (-2.701, 1.177, -2.010)
C (-6.200, 2.440, 0.232)
C (0.738, 5.173, -2.553)
H (5.809, 3.952, 5.270)
N (0.415, -0.687, -3.352)
C (3.221, 2.686, 1.429)
C (2.133, 4.533, -6.650)
C (2.580, 4.275, -7.996)
C (1.364, 4.556, -1.531)
H (-5.889, -4.808, 1.008)
Cl (4.491, -4.630, 3.216)
N (-3.226, -0.812, -0.769)
N (2.340, -0.784, -1.361)
N (-0.554, 1.846, 4.101)
H (3.874, -3.751, 0.572)
N (1.938, 4.068, -0.614)
H (7.001, 4.157, 3.988)
Se (1.862, 2.290, 0.136)
S (-3.715, 0.138, -1.938)
C (2.887, -1.717, -0.683)
C (1.559, 5.741, -6.220)
H (1.575, 5.095, 1.843)
C (4.425, -0.467, -4.428)
H (3.498, -2.317, 4.573)
H (3.486, -2.481, -1.201)
C (4.843, 1.172, 0.179)
N (-5.190, -2.096, -0.852)
H (1.373, 0.005, -7.053)
N (0.575, 0.894, 5.865)
Rb (-0.651, 0.343, -0.693)
C (-3.965, -1.841, -0.340)
C (5.431, 2.346, 2.292)
F (0.626, 7.167, -4.616)
H (1.510, 4.718, 3.576)
C (2.668, 2.957, -8.481)
N (-1.361, 0.449, 2.375)
C (-5.179, 0.946, -1.348)
C (1.089, -0.212, -6.030)
H (2.391, -0.274, 3.734)
H (-1.913, 3.720, -0.918)
C (-5.845, -3.134, -0.365)
C (2.722, -0.709, -2.715)
N (-0.241, -0.508, 4.240)
C (1.718, -0.591, -3.725)
C (1.636, 4.292, 2.581)
N (-3.397, -2.583, 0.652)
H (1.167, 0.125, 6.129)
C (-0.093, 0.734, 4.683)
C (3.519, -3.001, 1.270)
C (-5.075, 1.803, -0.259)
C (3.711, -3.179, 2.617)
H (-2.739, 5.988, 2.619)

Properties
E_LUMO in eV: 3.262
ΔE to the lowest compared entry with this formula, charge and spin in kcal per mole: 2.49
2S+1: 1
Gap between HOMO and LUMO in hartree: 0.210
Total charge: -2

Atom charges from the Löwdin analysis, given in e for atoms 1 to 99:
1. H 0.101
2. H 0.081
3. C -0.123
4. C -0.138
5. C -0.330
6. H 0.089
7. C -0.062
8. H 0.104
9. C -0.243
10. F 0.081
11. H 0.076
12. H 0.105
13. C -0.157
14. C -0.061
15. H 0.061
16. N 0.086
17. C -0.163
18. C -0.132
19. C -0.049
20. C -0.125
21. O -0.317
22. H 0.115
23. H 0.109
24. C -0.145
25. C -0.029
26. H 0.103
27. C -0.035
28. N 0.148
29. C -0.024
30. C -0.143
31. H 0.101
32. N 0.073
33. H 0.104
34. H 0.110
35. H 0.074
36. H 0.065
37. H 0.100
38. H 0.111
39. H 0.099
40. N 0.074
41. H 0.076
42. C -0.397
43. F 0.092
44. C -0.020
45. N 0.193
46. F 0.085
47. O -0.276
48. H 0.034
49. N 0.096
50. C -0.209
51. C -0.092
52. C -0.162
53. C -0.297
54. C -0.268
55. C -0.061
56. C -0.276
57. C -0.051
58. H 0.069
59. C -0.019
60. C -0.445
61. C -0.262
62. H 0.081
63. C -0.280
64. H 0.107
65. C -0.065
66. H 0.090
67. H 0.105
68. C -0.040
69. O -0.503
70. C -0.029
71. C -0.168
72. H 0.068
73. N 0.074
74. C -0.365
75. C -0.067
76. C -0.229
77. C -0.146
78. H 0.080
79. Cl 0.581
80. N -0.176
81. N 0.098
82. N 0.181
83. H 0.104
84. N -0.102
85. H 0.077
86. Se 1.140
87. S 0.535
88. C -0.112
89. C -0.151
90. H 0.082
91. C -0.077
92. H 0.095
93. H 0.126
94. C -0.054
95. N 0.128
96. H 0.107
97. N 0.141
98. Rb 0.789
99. C -0.460